Computed, not measured: a molecular structure, C12H18AsCa3F6N2O15, with ωB97M-V with the def2-TZVPD basis set.

The geometry in XYZ format:
```
57
Properties=species:S:1:pos:R:3:forces:R:3
O 4.673717 -26.432232 -25.468982 0.135 -0.498 0.113
Ca 3.271439 -19.984013 -27.511973 -0.474 -1.814 0.298
C -0.513231 -24.023221 -25.339813 0.634 -0.333 0.294
H -0.691354 -24.049175 -27.889954 -0.058 -0.021 0.113
C 0.404486 -24.830837 -26.231199 0.155 0.440 -0.343
O 1.050371 -24.894332 -28.482764 0.337 -0.246 -0.256
C -0.113053 -24.949594 -27.657868 -0.732 0.425 0.254
H 7.718734 -23.774700 -26.880524 0.356 -0.085 -0.011
H -0.859158 -21.978196 -32.654605 0.680 -0.190 0.407
O -0.455584 -21.387541 -28.383256 0.124 1.256 0.555
F -1.197653 -21.030960 -19.985875 -0.055 0.264 0.011
H 0.065268 -23.682054 -24.478249 -0.186 0.139 0.058
H -0.777930 -25.787289 -27.849146 0.527 -0.362 -0.235
C 7.476764 -24.834711 -26.949358 -0.551 0.286 0.124
Ca 3.184883 -24.049719 -21.991794 -0.211 1.042 -0.182
O 1.788601 -21.394220 -28.388370 0.208 1.097 0.215
H 7.730967 -25.194643 -27.945041 0.017 0.014 -0.022
H -1.478198 -22.929495 -31.263747 -0.305 -0.037 -0.161
C -1.362736 -21.934036 -31.685012 0.102 0.280 -0.751
H 5.376796 -24.509228 -27.506484 0.284 0.690 0.208
As -0.115794 -21.991478 -20.858313 -1.307 -1.385 0.893
H -0.960173 -23.177323 -25.856349 -0.004 0.048 0.013
O 3.916666 -20.696666 -19.526569 0.751 -0.010 0.229
C 4.807315 -25.301053 -24.838358 1.144 0.010 0.159
F 0.403686 -20.427054 -21.644384 0.864 0.581 -0.650
N 3.788946 -20.783355 -20.696864 -2.020 -0.061 -0.474
F 1.018357 -23.147137 -21.750499 0.756 0.376 -0.457
C 2.063812 -24.376119 -27.769503 -0.614 -0.958 0.761
O 2.854564 -22.677668 -23.992962 0.032 -1.211 -0.484
C 0.707105 -21.377606 -28.991409 -0.253 -1.616 -0.688
H 4.750769 -26.670162 -27.463216 0.220 0.179 -0.256
O 1.662270 -24.149555 -26.500413 0.313 0.626 0.215
H 6.286753 -27.141663 -26.727128 -0.204 -0.252 0.740
O 3.668005 -21.874272 -21.316469 0.780 -0.981 -0.138
O 2.944882 -21.431135 -25.700410 -0.141 1.395 -0.892
F 1.175596 -21.773045 -19.774249 0.293 0.195 -0.054
N 2.583463 -21.632054 -24.518974 0.698 0.263 2.012
C 5.470382 -26.422378 -26.687896 -0.310 0.439 -0.201
O 0.611179 -21.518724 -30.282712 0.305 1.093 0.175
Ca 1.750463 -18.846128 -22.523792 0.505 -1.781 1.459
O 5.601595 -24.437095 -25.444898 -0.487 0.085 0.122
O 3.558772 -19.747071 -21.431367 -0.209 1.064 -0.405
C -0.715363 -21.003253 -30.686842 -0.525 -1.158 -1.086
F -1.132496 -22.178753 -22.215940 0.120 0.189 -0.237
H -2.310292 -21.664876 -29.293170 0.310 -0.392 -0.086
H 0.730013 -25.737817 -25.720623 -0.443 -0.353 -0.325
C 5.988224 -24.966800 -26.730207 -0.184 -1.078 -1.120
C -1.465156 -20.982498 -29.345454 -0.642 0.295 -0.562
O 3.182345 -24.223256 -28.150256 0.173 0.519 -0.310
H -2.290462 -21.481763 -32.051929 -0.370 -0.235 0.752
F -0.686189 -23.410420 -20.115844 0.084 -0.015 0.084
O 2.045295 -20.751352 -23.798264 -0.248 0.841 -1.650
O 4.347240 -25.089396 -23.728099 -0.828 0.289 0.730
H -0.536607 -20.066647 -31.211562 0.031 0.340 0.643
H 8.030410 -25.412180 -26.210784 0.071 0.097 0.035
H -1.899336 -20.005308 -29.131637 0.506 0.098 0.419
H -1.285863 -24.686403 -24.952303 -0.153 0.119 -0.055
```
Forces are in eV/Å.

Computed properties:
2S+1: 1
Orbital gap in eV: 7.0
Charge: +3
Energy in eV: -178867.32090